Computed, not measured: a cluster of 2 separate species, C7H19NO in total in a non-equilibrium geometry, with ωB97M-V/def2-TZVPD.

Results
Gap between HOMO and LUMO (alpha / beta)   11.861 / 6.367 eV
Highest occupied orbital energy (alpha / beta)   -14.58 / -14.58 eV
E   -11092.694 eV
Spin multiplicity   2
Total charge   +1

Each line ends with the Mulliken spin population.
Positions of all 28 atoms, in Å:
C (0.086, 1.951, 0.101)  0.03
C (-0.033, 3.234, 1.035)  0.00
C (-0.144, 0.705, 0.982)  0.03
N (0.659, -0.433, 0.438)  0.74
C (1.485, -0.866, 1.541)  0.02
C (-0.810, -1.043, -1.232)  0.03
C (-0.292, -1.530, 0.148)  0.07
C (0.124, -2.988, -0.111)  0.00
H (-0.640, 2.143, -0.708)  0.00
H (1.091, 1.756, -0.511)  0.00
H (-0.563, 3.883, 0.435)  0.00
H (-0.659, 2.999, 1.854)  0.00
H (1.001, 3.598, 1.419)  0.00
H (0.145, 0.879, 2.106)  0.01
H (-1.141, 0.327, 1.094)  0.01
H (2.377, -1.501, 1.215)  0.01
H (0.938, -1.365, 2.361)  0.04
H (1.970, 0.133, 1.868)  0.00
H (-1.631, -1.437, -1.739)  0.00
H (-0.006, -1.280, -1.908)  -0.01
H (-1.019, 0.036, -1.204)  0.00
H (-0.957, -1.448, 0.960)  0.00
H (-0.807, -3.338, -0.589)  0.00
H (0.088, -3.500, 0.839)  0.00
H (1.142, -2.928, -0.464)  0.00
H (-0.331, 0.258, -3.195)  0.00
H (-1.432, 0.801, -3.047)  0.00
O (-0.641, 0.952, -3.688)  0.00